A molecular structure, C31H42FN4OTl, computed with ωB97M-V/def2-TZVPD.

Each line ends with the Löwdin charge.
Element x y z (Å)
Tl (0.00, -0.16, -0.71)  1.04
C (-3.00, 3.13, 5.38)  -0.03
C (-2.00, 1.99, 5.63)  -0.55
C (-2.70, 0.90, 6.46)  -0.05
C (-0.80, 2.51, 6.43)  -0.02
C (-1.54, 1.47, 4.29)  -0.13
C (-1.77, 0.17, 3.84)  0.02
C (-1.37, -0.18, 2.56)  -0.13
N (-0.76, 0.65, 1.72)  0.03
C (-0.49, 1.90, 2.14)  -0.19
C (-0.87, 2.32, 3.40)  0.06
C (0.24, 2.79, 1.20)  -0.20
C (0.47, 4.13, 1.48)  0.06
C (1.17, 4.95, 0.59)  -0.13
C (1.63, 4.34, -0.58)  0.03
C (1.36, 3.00, -0.79)  -0.12
N (0.68, 2.25, 0.06)  -0.01
C (1.41, 6.41, 0.92)  -0.55
C (2.27, 6.49, 2.19)  -0.03
C (0.06, 7.09, 1.17)  -0.03
C (2.13, 7.15, -0.21)  -0.05
H (-3.36, 3.52, 6.33)  0.10
H (-3.86, 2.77, 4.82)  0.09
H (-2.54, 3.95, 4.84)  0.08
H (-3.02, 1.32, 7.41)  0.10
H (-2.02, 0.08, 6.68)  0.09
H (-3.58, 0.52, 5.95)  0.09
H (-1.13, 2.88, 7.39)  0.10
H (-0.30, 3.33, 5.92)  0.08
H (-0.07, 1.72, 6.59)  0.10
H (-2.25, -0.56, 4.46)  0.11
H (-1.55, -1.17, 2.19)  0.10
H (-0.66, 3.33, 3.72)  0.11
H (0.09, 4.57, 2.39)  0.11
H (2.19, 4.88, -1.32)  0.12
H (1.70, 2.50, -1.69)  0.11
H (1.76, 6.06, 3.05)  0.08
H (2.49, 7.53, 2.41)  0.10
H (3.21, 5.96, 2.05)  0.10
H (-0.46, 6.67, 2.03)  0.08
H (-0.59, 7.01, 0.30)  0.09
H (0.22, 8.15, 1.38)  0.10
H (3.11, 6.74, -0.40)  0.09
H (2.26, 8.19, 0.08)  0.09
H (1.55, 7.14, -1.13)  0.09
F (-5.29, 1.73, 1.99)  0.16
C (-4.72, 1.14, 0.96)  -0.19
C (-4.32, 1.93, -0.13)  0.06
C (-3.67, 1.33, -1.17)  0.04
C (-3.40, -0.08, -1.16)  -0.32
C (-2.69, -0.67, -2.19)  0.15
C (-3.87, -0.84, -0.05)  0.03
C (-4.52, -0.24, 1.00)  0.05
H (-4.54, 2.98, -0.13)  0.14
H (-3.35, 1.91, -2.02)  0.14
H (-2.39, -0.10, -3.05)  0.09
H (-2.56, -1.74, -2.23)  0.10
H (-3.71, -1.91, -0.05)  0.14
H (-4.88, -0.81, 1.84)  0.14
C (4.31, -2.28, -0.30)  -0.02
N (3.37, -3.32, 0.03)  -0.08
C (3.87, -4.67, 0.15)  -0.14
C (2.75, -5.64, -0.17)  -0.14
C (1.61, -5.36, 0.79)  -0.15
N (1.24, -3.96, 0.71)  -0.08
C (-0.11, -3.65, 1.11)  -0.04
C (2.09, -2.98, 0.33)  -0.47
O (1.71, -1.79, 0.25)  -0.19
H (4.95, -2.61, -1.12)  0.10
H (4.94, -2.03, 0.56)  0.10
H (3.76, -1.38, -0.59)  0.08
H (4.25, -4.85, 1.16)  0.14
H (4.70, -4.79, -0.55)  0.13
H (3.10, -6.67, -0.08)  0.13
H (2.41, -5.48, -1.20)  0.13
H (1.90, -5.62, 1.82)  0.14
H (0.74, -5.96, 0.53)  0.13
H (-0.81, -4.22, 0.51)  0.10
H (-0.28, -2.59, 0.98)  0.03
H (-0.26, -3.91, 2.16)  0.11

The net charge is +2. The LUMO energy is -8.538 eV. For the HOMO-LUMO gap, the calculation gives 0.180 Eh. The value obtained for the energy is -48234.8144 eV. The highest occupied orbital energy is -13.4 eV. The largest force on an atom is 1.2 eV/Å.

***

A molecular structure, C31H42HfN2O8SbSe4Si, computed with ωB97M-V/def2-TZVPD.

Each line ends with the Löwdin charge.
Element x y z (Å)
Hf (0.70, 1.38, -0.06)  1.49
O (-0.97, 2.17, -4.10)  0.22
C (-0.82, 2.09, -2.82)  -0.46
O (0.18, 1.57, -2.31)  -0.10
C (-1.83, 2.55, -1.91)  -0.25
C (-3.08, 2.94, -2.17)  0.02
C (-3.87, 3.25, -1.06)  0.01
C (-3.48, 2.96, 0.24)  0.06
C (-2.16, 2.54, 0.40)  -0.15
N (-1.38, 2.23, -0.66)  0.08
C (-1.58, 2.25, 1.75)  -0.58
O (-2.24, 2.42, 2.74)  0.13
O (-0.32, 1.99, 1.74)  -0.16
H (-0.18, 1.79, -4.57)  0.19
H (-3.52, 3.13, -3.14)  0.15
H (-4.82, 3.60, -1.30)  0.11
H (-4.12, 3.14, 1.16)  0.17
H (0.21, 6.14, 2.24)  -0.29
N (1.98, 1.10, 1.91)  -0.02
C (3.31, 0.55, 1.94)  -0.25
C (3.47, -0.79, 2.22)  -0.02
C (4.74, -1.36, 2.22)  -0.05
C (5.84, -0.56, 1.95)  -0.07
C (5.71, 0.76, 1.67)  -0.02
C (4.45, 1.34, 1.64)  -0.18
C (4.23, 2.74, 1.26)  -0.24
C (4.71, 3.76, 2.10)  -0.03
C (4.52, 5.08, 1.77)  -0.04
C (4.01, 5.38, 0.46)  -0.12
C (3.71, 4.40, -0.39)  -0.18
C (3.77, 3.02, -0.03)  -0.54
H (1.86, 1.95, 2.57)  0.16
H (1.30, 0.49, 2.38)  0.10
H (2.68, -1.47, 2.45)  0.09
H (4.88, -2.38, 2.46)  0.10
H (6.80, -1.02, 1.96)  0.11
H (6.55, 1.41, 1.47)  0.13
H (5.12, 3.48, 3.04)  0.11
H (4.79, 5.88, 2.48)  0.11
H (3.83, 6.44, 0.12)  0.08
H (3.37, 4.57, -1.37)  0.08
C (-0.12, -4.75, 2.14)  -0.02
C (-0.78, -3.38, 2.09)  -0.59
C (-2.23, -3.54, 2.17)  -0.04
C (-0.32, -2.42, 3.22)  0.01
O (-0.40, -2.79, 0.81)  -0.06
Si (-0.77, -1.84, -0.37)  0.05
O (0.15, -0.44, -0.17)  -0.35
O (-0.42, -2.40, -1.81)  -0.06
C (-0.13, -3.63, -2.59)  -0.55
C (0.04, -3.26, -4.09)  -0.01
C (-1.37, -4.50, -2.59)  -0.04
C (1.15, -4.24, -2.02)  -0.01
O (-2.23, -1.03, -0.20)  -0.11
C (-3.45, -1.28, -0.91)  -0.59
C (-3.47, -0.55, -2.26)  -0.02
C (-3.83, -2.73, -1.15)  -0.02
C (-4.44, -0.44, -0.03)  0.00
H (-0.32, -5.35, 3.08)  0.11
H (0.96, -4.75, 2.08)  0.09
H (-0.48, -5.31, 1.29)  0.08
H (-2.57, -4.18, 2.94)  0.09
H (-2.59, -3.80, 1.23)  0.06
H (-2.83, -2.64, 2.37)  0.10
H (-0.62, -2.85, 4.20)  0.11
H (-1.00, -1.59, 3.13)  0.07
H (0.69, -2.09, 3.09)  0.06
H (-0.98, -3.02, -4.43)  0.09
H (0.28, -4.16, -4.63)  0.09
H (0.78, -2.54, -4.21)  0.06
H (-1.23, -5.38, -3.20)  0.10
H (-2.13, -3.92, -3.06)  0.07
H (-1.63, -4.90, -1.59)  0.10
H (2.00, -3.57, -2.14)  0.09
H (1.46, -5.17, -2.54)  0.10
H (0.96, -4.41, -0.97)  0.07
H (-2.64, -0.88, -2.93)  0.11
H (-3.44, 0.51, -2.09)  0.04
H (-4.46, -0.73, -2.68)  0.10
H (-2.97, -3.35, -1.20)  0.03
H (-4.38, -2.79, -2.06)  0.08
H (-4.51, -3.20, -0.39)  0.11
H (-4.11, 0.59, -0.24)  0.06
H (-4.25, -0.68, 0.99)  0.07
H (-5.50, -0.67, -0.18)  0.10
Se (-0.03, 5.46, -1.28)  0.02
Sb (0.85, 7.25, 0.06)  0.15
Se (1.94, 9.16, -0.65)  0.05
Se (-0.02, 7.58, 2.56)  0.33
Se (3.03, 1.70, -1.24)  0.70

The value obtained for the energy relative to the best compared isomer or geometry (same formula, charge and spin) is 0.0000 eV. The net charge is +1. The LUMO energy is -4.669 eV. For the HOMO-LUMO gap, the calculation gives 0.220 Eh. The value obtained for the energy is -329299.9026 eV. The highest occupied orbital energy is -10.6 eV. The largest force on an atom is 3.5 eV/Å.

***

A molecular structure, C31H42N4O2ReS2SeSi2, computed with ωB97M-V/def2-TZVPD.

Each line ends with the Löwdin spin population.
Element x y z (Å)
Re (-0.52, -0.37, -0.04)  0.80
C (2.55, 3.44, 0.01)  0.00
Si (1.23, 2.23, -0.56)  0.01
C (-0.29, 3.26, -0.97)  0.00
C (1.93, 1.39, -2.07)  0.00
N (0.78, 1.00, 0.62)  0.08
C (0.92, 1.03, 2.00)  0.00
C (1.66, 1.94, 2.76)  0.02
C (1.75, 1.78, 4.13)  -0.01
C (1.13, 0.72, 4.78)  0.02
C (0.39, -0.19, 4.05)  -0.01
C (0.27, -0.03, 2.67)  0.02
N (-0.40, -0.89, 1.81)  -0.04
Si (-1.53, -2.17, 2.27)  0.00
C (-2.74, -1.54, 3.53)  0.00
C (-0.57, -3.67, 2.85)  0.00
C (-2.49, -2.60, 0.71)  0.00
H (2.82, 4.04, -0.87)  0.00
H (3.46, 2.93, 0.35)  0.00
H (2.22, 4.14, 0.77)  0.00
H (0.02, 4.14, -1.54)  0.00
H (-0.78, 3.61, -0.05)  0.00
H (-1.02, 2.71, -1.56)  0.00
H (2.05, 2.13, -2.87)  0.00
H (1.31, 0.58, -2.45)  0.00
H (2.92, 0.98, -1.84)  0.00
H (2.17, 2.76, 2.28)  0.00
H (2.33, 2.49, 4.71)  0.00
H (1.23, 0.60, 5.85)  0.00
H (-0.08, -1.03, 4.54)  0.00
H (-2.29, -1.26, 4.48)  0.00
H (-3.49, -2.31, 3.74)  0.00
H (-3.26, -0.66, 3.15)  0.00
H (-0.04, -3.48, 3.79)  0.00
H (0.16, -3.95, 2.09)  0.00
H (-1.24, -4.52, 3.00)  0.00
H (-3.11, -1.76, 0.36)  0.00
H (-3.18, -3.42, 0.95)  0.00
H (-1.86, -2.95, -0.11)  0.00
O (-3.30, 2.08, 2.47)  0.00
C (-4.26, 2.34, 1.55)  0.00
C (-5.37, 3.06, 1.99)  0.00
C (-6.39, 3.38, 1.12)  0.00
C (-6.32, 2.98, -0.22)  0.00
C (-5.23, 2.27, -0.66)  0.00
C (-4.18, 1.94, 0.21)  0.00
C (-3.03, 1.17, -0.30)  0.00
O (-2.11, 0.80, 0.55)  0.03
N (-2.95, 0.88, -1.55)  0.01
N (-1.79, 0.17, -1.88)  0.00
C (-1.86, -0.16, -3.13)  0.01
S (-3.28, 0.33, -4.04)  0.00
C (-2.59, -0.12, -5.66)  0.00
C (-1.67, -1.30, -5.47)  0.00
S (-0.61, -0.97, -4.03)  0.01
H (-2.59, 1.58, 2.03)  0.00
H (-5.40, 3.37, 3.03)  0.00
H (-7.24, 3.94, 1.48)  0.00
H (-7.13, 3.23, -0.90)  0.00
H (-5.15, 1.95, -1.69)  0.00
H (-2.07, 0.73, -6.08)  0.00
H (-3.43, -0.38, -6.31)  0.00
H (-1.01, -1.44, -6.33)  0.00
H (-2.22, -2.22, -5.29)  0.00
C (7.05, -1.81, -0.67)  0.00
C (5.54, -1.86, -0.77)  0.00
C (4.91, -1.87, -2.01)  0.00
C (3.52, -1.92, -2.12)  0.00
C (2.91, -1.88, -3.50)  0.00
C (2.75, -1.97, -0.96)  0.01
Se (0.82, -2.09, -1.20)  0.05
C (3.36, -1.98, 0.30)  0.00
C (2.61, -2.13, 1.59)  0.00
C (4.75, -1.92, 0.36)  0.00
H (7.50, -1.62, -1.64)  0.00
H (7.44, -2.75, -0.29)  0.00
H (7.36, -1.02, 0.01)  0.00
H (5.51, -1.83, -2.91)  0.00
H (3.69, -1.93, -4.26)  0.00
H (2.35, -0.96, -3.64)  0.00
H (2.21, -2.71, -3.65)  0.00
H (1.58, -1.80, 1.50)  0.00
H (3.09, -1.55, 2.39)  0.00
H (2.60, -3.18, 1.90)  0.00
H (5.22, -1.92, 1.34)  0.00

The value obtained for the energy relative to the best compared isomer or geometry (same formula, charge and spin) is 0.0000 eV. The multiplicity is 2. The net charge is 0. The LUMO energy (spin up / spin down) is -0.581 / -0.431 eV. For the HOMO-LUMO gap (spin up / spin down), the calculation gives 0.229 / 0.256 Eh. The value obtained for the energy is -147790.7598 eV. The highest occupied orbital energy (spin up / spin down) is -6.8 / -7.4 eV. The largest force on an atom is 0.4 eV/Å.

***

A molecular structure, C31H42NO3S5SiTc, computed with ωB97M-V/def2-TZVPD.

Each line ends with the Löwdin spin population.
Element x y z (Å)
Tc (0.27, 1.74, 0.37)  0.48
S (0.26, 1.23, 2.60)  0.27
C (-1.14, 2.21, 3.10)  0.01
C (-1.22, 2.67, 4.41)  0.02
C (-2.28, 3.46, 4.81)  0.00
C (-3.30, 3.78, 3.92)  0.02
C (-3.26, 3.30, 2.62)  0.00
C (-2.18, 2.54, 2.22)  0.02
S (-2.08, 1.80, 0.60)  0.04
C (-2.35, 3.15, -0.60)  0.01
C (-1.41, 3.05, -1.79)  0.00
C (-1.78, 3.57, -3.02)  0.00
C (-0.84, 3.57, -4.04)  0.00
C (0.43, 3.05, -3.83)  0.00
C (0.72, 2.51, -2.58)  0.00
C (2.03, 1.87, -2.26)  0.00
S (2.51, 2.09, -0.52)  0.02
C (2.71, 3.86, -0.51)  0.00
C (3.86, 4.40, -1.10)  0.00
C (4.03, 5.77, -1.13)  0.00
C (3.06, 6.59, -0.56)  0.00
C (1.94, 6.05, 0.05)  0.00
C (1.75, 4.67, 0.08)  0.00
S (0.36, 4.01, 0.96)  0.00
N (-0.19, 2.52, -1.60)  0.00
H (-0.42, 2.43, 5.10)  0.00
H (-2.31, 3.83, 5.83)  0.00
H (-4.13, 4.39, 4.25)  0.00
H (-4.07, 3.52, 1.94)  0.00
H (-2.15, 4.09, -0.08)  0.00
H (-3.38, 3.13, -0.94)  0.00
H (-2.76, 3.97, -3.16)  0.00
H (-1.10, 3.99, -5.01)  0.00
H (1.18, 3.05, -4.60)  0.00
H (2.83, 2.24, -2.90)  0.00
H (1.96, 0.78, -2.39)  0.00
H (4.61, 3.74, -1.52)  0.00
H (4.91, 6.20, -1.59)  0.00
H (3.19, 7.66, -0.57)  0.00
H (1.20, 6.69, 0.51)  0.00
C (-1.40, -4.70, -2.13)  0.00
C (-1.85, -3.27, -1.92)  0.00
C (-3.36, -3.16, -1.86)  0.00
C (-1.28, -2.35, -3.00)  0.00
O (-1.38, -2.82, -0.62)  0.01
Si (0.08, -2.46, -0.04)  0.01
S (0.42, -0.34, -0.43)  0.09
O (0.19, -2.68, 1.55)  -0.01
C (-0.82, -2.83, 2.59)  0.00
C (-1.45, -4.21, 2.44)  0.00
C (-0.07, -2.69, 3.90)  0.00
C (-1.87, -1.73, 2.44)  0.01
O (1.24, -3.22, -0.85)  0.00
C (2.57, -3.67, -0.45)  0.00
C (3.30, -2.52, 0.24)  0.00
C (2.42, -4.87, 0.46)  0.00
C (3.26, -4.05, -1.75)  0.00
H (-1.80, -5.09, -3.07)  0.00
H (-1.77, -5.33, -1.32)  0.00
H (-0.31, -4.78, -2.15)  0.00
H (-3.80, -3.49, -2.80)  0.00
H (-3.66, -2.13, -1.68)  0.00
H (-3.75, -3.79, -1.06)  0.00
H (-1.64, -2.65, -3.98)  0.00
H (-0.19, -2.40, -3.01)  0.00
H (-1.58, -1.32, -2.81)  0.00
H (-0.68, -4.98, 2.50)  0.00
H (-1.96, -4.30, 1.49)  0.00
H (-2.17, -4.38, 3.24)  0.00
H (0.71, -3.45, 3.98)  0.00
H (-0.75, -2.81, 4.74)  0.00
H (0.39, -1.71, 3.97)  0.00
H (-2.39, -1.81, 1.49)  0.00
H (-1.39, -0.75, 2.50)  0.01
H (-2.60, -1.81, 3.24)  0.00
H (2.76, -2.20, 1.14)  0.00
H (3.40, -1.67, -0.43)  0.00
H (4.29, -2.85, 0.54)  0.00
H (1.92, -4.59, 1.39)  0.00
H (3.40, -5.27, 0.72)  0.00
H (1.85, -5.65, -0.03)  0.00
H (3.33, -3.18, -2.41)  0.00
H (2.71, -4.83, -2.26)  0.00
H (4.27, -4.41, -1.55)  0.00

The multiplicity is 2. The net charge is +1. The LUMO energy (spin up / spin down) is -4.432 / -4.458 eV. For the HOMO-LUMO gap (spin up / spin down), the calculation gives 0.221 / 0.218 Eh. The value obtained for the energy is -104715.9349 eV. The highest occupied orbital energy (spin up / spin down) is -10.4 / -10.4 eV. The largest force on an atom is 0.9 eV/Å.

***

A molecular structure, C31H43N4OP2RuSSb, computed with ωB97M-V/def2-TZVPD.

Each line ends with the Löwdin spin population.
Element x y z (Å)
Ru (0.28, -0.66, 0.58)  3.21
C (4.26, 0.69, -1.13)  0.04
C (3.16, -0.10, -0.43)  0.30
N (1.86, 0.04, -0.87)  0.18
N (1.84, 1.01, -1.78)  0.00
C (1.03, 1.30, -2.69)  0.12
O (-0.33, 0.72, -2.83)  0.02
C (1.29, 2.37, -3.66)  0.01
C (0.60, 2.44, -4.86)  0.02
C (0.88, 3.42, -5.80)  0.00
C (1.94, 4.29, -5.63)  0.02
C (2.67, 4.21, -4.45)  0.00
C (2.35, 3.25, -3.46)  0.02
C (3.40, -0.82, 0.77)  0.06
C (4.71, -1.07, 1.33)  0.09
C (4.83, -1.79, 2.51)  0.02
C (3.71, -2.39, 3.08)  0.11
C (2.46, -2.11, 2.49)  0.01
N (2.27, -1.31, 1.41)  0.21
H (4.05, 1.74, -0.97)  0.01
H (4.26, 0.55, -2.25)  0.01
H (5.28, 0.55, -0.78)  0.00
H (-0.27, 1.79, -4.95)  0.00
H (0.24, 3.53, -6.73)  0.00
H (2.16, 5.03, -6.36)  0.00
H (3.53, 4.85, -4.27)  0.00
H (2.99, 3.18, -2.58)  0.00
H (5.57, -0.71, 0.78)  0.00
H (5.82, -1.97, 2.91)  0.00
H (3.78, -3.11, 3.90)  0.01
H (1.60, -2.61, 2.90)  0.00
C (-3.07, 1.15, 0.97)  0.00
P (-1.85, 0.77, -0.34)  0.06
C (-2.03, 2.41, -1.14)  0.02
C (-2.79, -0.43, -1.37)  0.01
C (-4.08, -0.80, -1.00)  0.00
C (-4.87, -1.70, -1.70)  0.00
C (-4.39, -2.33, -2.81)  0.00
C (-3.10, -1.99, -3.19)  0.00
C (-2.30, -1.06, -2.55)  0.00
P (-0.72, -0.68, -3.34)  0.00
C (-1.00, -0.76, -5.12)  0.00
C (0.59, -1.83, -3.05)  0.00
H (-3.23, 0.41, 1.70)  0.00
H (-4.01, 1.40, 0.54)  0.00
H (-2.63, 1.99, 1.48)  0.00
H (-3.11, 2.64, -1.18)  0.00
H (-1.59, 2.39, -2.16)  0.00
H (-1.53, 3.22, -0.53)  0.00
H (-4.49, -0.34, -0.13)  0.00
H (-5.92, -1.86, -1.36)  0.00
H (-4.95, -3.03, -3.38)  0.00
H (-2.75, -2.47, -4.09)  0.00
H (-1.02, -1.76, -5.55)  0.00
H (-0.20, -0.19, -5.65)  0.00
H (-1.96, -0.21, -5.33)  0.00
H (0.98, -1.81, -2.06)  0.00
H (1.36, -1.51, -3.76)  0.00
H (0.24, -2.86, -3.29)  0.00
S (-0.67, -2.76, 0.01)  0.22
C (0.67, -3.76, 0.27)  0.04
N (1.60, -4.40, 0.57)  0.05
C (0.20, -2.73, 5.26)  0.00
C (0.50, -1.27, 5.05)  0.02
Sb (-0.55, -0.47, 3.33)  0.07
C (-2.56, -1.01, 3.82)  0.02
C (-3.19, 0.00, 4.75)  0.00
C (-0.47, 1.64, 3.77)  0.01
C (0.27, 2.18, 4.99)  0.00
H (1.09, -3.28, 5.63)  0.00
H (-0.12, -3.25, 4.34)  0.00
H (-0.57, -2.91, 5.97)  0.00
H (1.54, -1.19, 4.73)  0.00
H (0.39, -0.67, 5.96)  0.00
H (-2.45, -2.00, 4.25)  0.00
H (-3.16, -1.14, 2.92)  0.00
H (-2.61, 0.16, 5.68)  0.00
H (-4.15, -0.36, 5.01)  0.00
H (-3.32, 0.97, 4.26)  0.00
H (-1.52, 1.97, 3.85)  0.00
H (-0.07, 2.16, 2.92)  0.00
H (-0.08, 1.78, 5.95)  0.00
H (0.10, 3.27, 5.05)  0.00
H (1.32, 2.02, 4.90)  0.00

The value obtained for the energy relative to the best compared isomer or geometry (same formula, charge and spin) is 0.5263 eV. The multiplicity is 6. The net charge is +1. The LUMO energy (spin up / spin down) is -2.601 / -3.419 eV. For the HOMO-LUMO gap (spin up / spin down), the calculation gives 0.206 / 0.265 Eh. The value obtained for the energy is -79376.0855 eV. The highest occupied orbital energy (spin up / spin down) is -8.2 / -10.6 eV. The largest force on an atom is 2.1 eV/Å.